Record 1
The following is a DFT calculation (ωB97M-V/def2-TZVPD) of C7H8Br2 as an isolated structure.

Results
E = -5419.328917 hartree
orbital gap (spin up / spin down) = 0.254 / 0.323 hartree
ΔE to the lowest compared entry with this formula, charge and spin = 103.1 kcal per mole

XYZ file:
```
17
C7H8Br2 (ωB97M-V/def2-TZVPD)
C -0.2217 1.3363 1.4588
C -0.8180 0.0168 1.6387
C 1.3106 -1.5441 -0.3461
C 1.3297 -0.6332 -1.5339
C -0.3819 0.4509 0.2549
C 0.8574 -0.1862 -0.2139
C -1.5745 0.6934 -0.6404
Br -1.5758 2.4376 -1.4494
Br -1.9461 -0.7223 -1.9881
H -0.9681 2.1549 1.3915
H 0.6567 1.5902 1.8982
H -0.1575 -0.6240 2.2952
H -1.8765 -0.0721 1.6394
H 0.4650 -2.2134 -0.4113
H 2.1933 -2.0186 0.2229
H 2.1507 -0.0596 -1.8381
H 0.5567 -0.6068 -2.3785
```


Record 2
The following is a DFT calculation (ωB97M-V/def2-TZVPD) of a 7-piece molecular cluster, C21H56O7 overall.

Results
E = -1360.307303 hartree
orbital gap = 0.363 hartree
ΔE to the lowest compared entry with this formula, charge and spin = 57.6 kcal per mole
SMILES = CC(C)O.CC(C)O.CC(C)O.CC(C)O.CC(C)O.CC(C)O.CC(C)O

XYZ file:
```
84
C21H56O7 (ωB97M-V/def2-TZVPD)
C -1.1592 1.4681 -4.1644
C -1.8826 2.1734 -3.0373
C -2.9764 1.3045 -2.4314
O -0.8004 2.4491 -2.2023
H -0.3867 2.0437 -4.6742
H -1.8204 1.1730 -4.9792
H -0.7032 0.5248 -3.8639
H -2.2959 3.1270 -3.3660
H -2.5483 0.5915 -1.7269
H -3.5853 0.8578 -3.2174
H -3.6753 1.9343 -1.8808
H -0.0645 2.8916 -2.6315
C -4.6146 3.7680 2.6039
C -3.7791 2.6261 2.0778
C -4.5243 1.2636 2.0437
O -3.4474 2.9164 0.7014
H -4.0850 4.6901 2.3648
H -4.7503 3.6551 3.6795
H -5.5613 3.9029 2.0807
H -2.8539 2.5854 2.6527
H -5.0467 1.0632 2.9791
H -3.8134 0.4502 1.8988
H -5.2014 1.1826 1.1934
H -2.5578 2.5724 0.5923
C -0.1029 -4.4102 -0.8138
C 1.2267 -4.6444 -1.4655
C 1.8792 -5.9016 -0.8824
O 0.9489 -4.9220 -2.8228
H 0.0936 -4.1390 0.2235
H -0.6861 -5.3303 -0.8515
H -0.5917 -3.5652 -1.2987
H 1.8657 -3.7697 -1.3443
H 2.9455 -5.8561 -1.1038
H 1.5190 -6.8801 -1.2004
H 1.9214 -5.8614 0.2060
H 0.3118 -5.6400 -2.8368
C -5.7543 -3.1098 1.2563
C -5.7976 -2.1219 0.1075
C -4.4291 -2.0375 -0.4806
O -6.5627 -2.7111 -0.8894
H -6.7467 -3.2755 1.6755
H -5.1384 -2.6702 2.0408
H -5.3165 -4.0648 0.9657
H -6.2575 -1.1814 0.4110
H -3.9117 -2.9800 -0.6602
H -3.8078 -1.3895 0.1376
H -4.2914 -1.5395 -1.4404
H -6.2816 -3.6215 -1.0066
C 5.3677 0.8263 3.8136
C 4.3116 -0.0830 3.1555
C 4.9168 -1.0090 2.1441
O 3.7996 -0.8976 4.1888
H 6.1907 0.2754 4.2688
H 4.9107 1.4313 4.5966
H 5.7932 1.4590 3.0347
H 3.5346 0.5253 2.6924
H 4.2239 -1.7412 1.7297
H 5.7290 -1.5879 2.5838
H 5.4516 -0.4327 1.3891
H 3.4856 -0.3072 4.8776
C -0.1118 -0.6294 -0.1710
C 0.0459 0.5697 0.7107
C 1.4830 1.1648 0.6035
O -0.8622 1.6243 0.3053
H 0.6501 -1.3748 0.0567
H -0.1421 -0.2947 -1.2079
H -1.0823 -1.0897 0.0142
H -0.0859 0.3409 1.7682
H 2.1332 0.3477 0.9162
H 1.7111 2.0828 1.1449
H 1.7161 1.3121 -0.4511
H -0.5785 1.9737 -0.5427
C 5.1487 3.9223 -0.3381
C 5.1326 2.6183 -1.1296
C 4.9144 2.7963 -2.5485
O 6.4323 2.0712 -0.9566
H 4.1513 4.3545 -0.2576
H 5.8042 4.7042 -0.7217
H 5.4581 3.7916 0.6989
H 4.4426 1.9126 -0.6670
H 5.6407 3.4435 -3.0400
H 3.9050 3.1755 -2.7080
H 5.0445 1.9135 -3.1744
H 6.4313 1.2187 -1.3982
```


Record 3
The following is a DFT calculation (ωB97M-V/def2-TZVPD) of one molecule with the formula C14H20N2O8.

Results
E = -1256.800405 hartree
orbital gap = 0.277 hartree
SMILES = CCOc1ccc(N[C@H]2O[C@@H](CO)[C@H](O)[C@@H](O)[C@@H]2O)c([N+](=O)[O-])c1

XYZ file:
```
44
C14H20N2O8 (ωB97M-V/def2-TZVPD)
C -5.7144 -1.3464 -0.2343
C -5.6529 0.0888 0.2780
O -4.6024 0.2956 1.2063
C -3.3301 0.4294 0.7620
C -2.9235 0.4454 -0.5534
C -1.5715 0.6231 -0.8902
C -0.5900 0.8061 0.1101
C -1.0302 0.7543 1.4460
C -2.3494 0.5736 1.7612
H -2.6682 0.5352 2.7906
H -0.3024 0.8348 2.2352
N 0.7093 1.0548 -0.2063
C 1.7828 1.1506 0.7431
O 1.9830 -0.0318 1.4793
C 2.4515 -1.1684 0.7713
C 1.3227 -2.0724 0.2470
O 1.7995 -3.3604 -0.0232
H 2.6535 -3.2822 -0.4707
H 0.8710 -1.6308 -0.6551
H 0.5482 -2.1707 1.0125
C 3.4202 -0.7887 -0.3584
O 4.3292 -1.8414 -0.5436
H 5.0873 -1.4818 -1.0238
C 4.1191 0.5187 0.0249
O 5.1406 0.7590 -0.9091
H 5.5273 1.6190 -0.7096
C 3.0689 1.6371 0.0219
O 3.6535 2.7552 0.6435
H 3.0459 3.5022 0.6112
H 2.8265 1.8730 -1.0267
H 4.5359 0.4339 1.0393
H 2.8697 -0.6119 -1.2996
H 3.0151 -1.7465 1.5148
H 1.5215 1.8859 1.5193
H 0.9285 0.9215 -1.1921
N -1.2650 0.5811 -2.2702
O -2.1737 0.4338 -3.0655
O -0.0899 0.6820 -2.6298
H -3.6113 0.3211 -1.3741
H -6.5588 0.3191 0.8452
H -5.5748 0.7991 -0.5536
H -4.8177 -1.6044 -0.7917
H -6.5766 -1.4626 -0.8847
H -5.8083 -2.0330 0.6031
```


Record 4
The following is a DFT calculation (ωB97M-V/def2-TZVPD) of C25H44O2P2Yb as an isolated structure.

Results
expectation value of S² = 0.7511
E = -2970.689574 hartree
orbital gap (spin up / spin down) = 0.313 / 0.313 hartree
ΔE to the lowest compared entry with this formula, charge and spin = 4.8 kcal per mole
net charge = +1
spin multiplicity = 2

XYZ file:
```
74
C25H44O2P2Yb (ωB97M-V/def2-TZVPD)
Yb -0.0852 0.1936 0.1973
C -0.9131 -1.9030 1.0979
C 0.3878 -2.2033 0.6152
C 0.6131 -0.6304 2.2911
C -0.7880 -0.9254 2.1374
C 1.3303 -1.4324 1.3461
C -2.1921 -2.4597 0.5761
H -2.1031 -2.8442 -0.4462
H -3.0066 -1.7243 0.5771
H -2.5068 -3.2947 1.2166
C -1.8938 -0.1409 2.7361
H -2.8541 -0.3166 2.2356
H -1.7191 0.9485 2.7008
H -1.9916 -0.4167 3.7928
C 1.1713 0.4943 3.0795
H 1.3297 0.1615 4.1122
H 0.5010 1.3672 3.1079
H 2.1304 0.8608 2.6874
C 2.8044 -1.4187 1.1346
H 3.2818 -2.0734 1.8758
H 3.2420 -0.4200 1.2562
H 3.0925 -1.7812 0.1417
C 0.7190 -3.2275 -0.4185
H 0.9562 -4.1901 0.0604
H 1.5897 -2.9530 -1.0276
H -0.1131 -3.4089 -1.1087
C -1.7805 1.4981 -6.8336
C -1.8573 0.1856 -6.8318
C -1.0477 -0.8048 -7.6287
C 0.2992 -0.2910 -8.1805
C 1.2257 0.2023 -7.0984
C 1.2966 1.3930 -6.5422
C 0.4939 2.6268 -6.8663
C -0.8422 2.3932 -7.6019
H -1.6332 -1.2090 -8.4710
H 0.1328 0.4372 -8.9815
H -0.8436 -1.6701 -6.9792
H -0.6635 2.0636 -8.6313
H -2.5149 2.0844 -6.2456
H -2.6738 -0.3033 -6.2671
H -1.3295 3.3795 -7.6792
H 0.2773 3.1435 -5.9187
H 2.1033 1.5972 -5.8132
H 1.0891 3.3423 -7.4572
H 0.7890 -1.1584 -8.6537
H 1.9494 -0.5797 -6.7943
P -1.3275 0.3298 -2.1285
C -2.9060 1.2116 -2.0043
C -1.5285 -1.1019 -3.2295
P 1.5078 0.9104 -1.8040
C 0.0179 1.4471 -2.8405
C 2.4844 -0.2766 -2.7767
C 2.5440 2.3425 -1.3938
H -2.8378 1.9883 -1.2093
H -3.6994 0.4836 -1.7132
H -3.0939 1.6680 -2.9937
H -1.6533 -0.7260 -4.2669
H -2.4114 -1.6869 -2.8751
H -0.6401 -1.7660 -3.1333
H 2.7983 2.8386 -2.3488
H 3.4485 1.9803 -0.8510
H 1.9880 3.0295 -0.7168
H -0.2311 2.4921 -2.5561
H 0.1727 1.2700 -3.9219
H 3.4336 -0.4765 -2.2234
H 2.6540 0.1751 -3.7744
H 1.9323 -1.2410 -2.8438
C -0.9873 4.2560 1.7710
C -0.7201 3.3007 0.6369
O -0.7359 3.5972 -0.5535
O -0.4743 2.1164 1.1447
H -1.9926 4.6636 1.6056
H -0.2212 5.0380 1.6981
H -0.9196 3.7148 2.7331
```


Record 5
The following is a DFT calculation (ωB97M-V/def2-TZVPD) of a 2-piece molecular cluster, C4H12NO3 overall.

Results
E = -440.078672 hartree
orbital gap = 0.261 hartree
ΔE to the lowest compared entry with this formula, charge and spin = 18.5 kcal per mole
net charge = -1

XYZ file:
```
20
C4H12NO3 (ωB97M-V/def2-TZVPD)
C 0.4422 -1.6219 1.7896
O 0.1541 -2.9001 1.2539
C 0.1799 -0.4618 0.8582
C 0.9017 -0.3911 -0.5064
C 0.1719 0.5328 -1.4937
O 0.0963 1.8493 -1.0966
N 0.2485 0.8085 1.5690
H -0.2180 -1.4351 2.6363
H 1.4319 -1.6065 2.2568
H -0.1374 -2.7842 0.3455
H -0.9102 -0.5303 0.6828
H 1.9234 -0.2615 -0.1356
H 0.8492 -1.3902 -0.9759
H 0.7328 0.4206 -2.4448
H -0.8681 0.1610 -1.5827
H -0.2543 1.4613 1.0235
H 1.2008 1.1350 1.4794
H -1.2550 2.5590 -1.6448
H -2.5046 1.7784 -1.9604
O -2.1850 2.6767 -2.0540
```


Record 6
The following is a DFT calculation (ωB97M-V/def2-TZVPD) of C23H26O4Ru as an isolated structure.

Results
expectation value of S² = 6.0269
E = -1287.153233 hartree
orbital gap (spin up / spin down) = 0.269 / 0.245 hartree
ΔE to the lowest compared entry with this formula, charge and spin = 0.0 kcal per mole
net charge = +2
spin multiplicity = 5

XYZ file:
```
54
C23H26O4Ru (ωB97M-V/def2-TZVPD)
Ru 0.1174 -0.3214 -0.2164
C -2.4485 -0.4461 -2.2416
C -2.6712 0.5737 -1.1599
O -1.4193 1.2750 -1.0534
C -1.3424 2.3729 -0.1259
C 0.0450 2.9241 -0.2997
O 0.9747 1.8340 -0.1369
C 2.1109 1.8625 -1.0214
C 1.7272 1.3565 -2.3851
O 1.1458 0.0486 -2.2252
C 0.4293 -0.4058 -3.3895
C -0.4272 -1.5744 -2.9854
O -1.2853 -1.2175 -1.8870
H -2.2743 0.0596 -3.1920
H -3.3091 -1.1065 -2.3410
H -2.9126 0.0997 -0.2056
H -3.4792 1.2547 -1.4291
H -1.5090 2.0141 0.8930
H -2.0886 3.1340 -0.3575
H 0.2591 3.6968 0.4376
H 0.1509 3.3439 -1.3007
H 2.8567 1.2187 -0.5617
H 2.5211 2.8709 -1.0913
H 2.6111 1.2959 -3.0225
H 0.9915 2.0045 -2.8661
H 1.1351 -0.7118 -4.1636
H -0.1707 0.4241 -3.7690
H 0.1840 -2.4001 -2.6285
H -1.0115 -1.9217 -3.8388
C 0.4941 -1.6446 1.2788
C 0.7582 -2.4299 2.1751
C 1.1158 -3.3432 3.1928
C 0.0866 -4.1001 3.8369
C 0.3553 -5.3895 4.3451
C -0.6431 -6.1095 4.9656
C -1.9125 -5.5567 5.0958
C -2.2054 -4.2988 4.5668
C -1.2242 -3.5879 3.9170
C 2.5078 -3.4482 3.5392
C 2.9002 -3.7407 4.8616
C 4.2389 -3.8076 5.1851
C 5.1983 -3.6046 4.1992
C 4.8276 -3.2946 2.8919
C 3.4941 -3.1887 2.5672
H 1.3238 -5.8421 4.1872
H -0.4416 -7.1052 5.3359
H -2.6906 -6.1198 5.5952
H -3.2005 -3.8879 4.6666
H -1.4367 -2.6093 3.5058
H 2.1524 -3.8425 5.6350
H 4.5399 -4.0022 6.2053
H 6.2481 -3.6715 4.4552
H 5.5854 -3.1355 2.1368
H 3.1929 -2.9487 1.5564
```


What is the E in the fifth record?
-440.078672 hartree


Among the records above, which one has the highest E?
C4H12NO3


Copy entry 5 word for word.
The following is a DFT calculation (ωB97M-V/def2-TZVPD) of a 2-piece molecular cluster, C4H12NO3 overall.

Results
E = -440.078672 hartree
orbital gap = 0.261 hartree
ΔE to the lowest compared entry with this formula, charge and spin = 18.5 kcal per mole
net charge = -1

XYZ file:
```
20
C4H12NO3 (ωB97M-V/def2-TZVPD)
C 0.4422 -1.6219 1.7896
O 0.1541 -2.9001 1.2539
C 0.1799 -0.4618 0.8582
C 0.9017 -0.3911 -0.5064
C 0.1719 0.5328 -1.4937
O 0.0963 1.8493 -1.0966
N 0.2485 0.8085 1.5690
H -0.2180 -1.4351 2.6363
H 1.4319 -1.6065 2.2568
H -0.1374 -2.7842 0.3455
H -0.9102 -0.5303 0.6828
H 1.9234 -0.2615 -0.1356
H 0.8492 -1.3902 -0.9759
H 0.7328 0.4206 -2.4448
H -0.8681 0.1610 -1.5827
H -0.2543 1.4613 1.0235
H 1.2008 1.1350 1.4794
H -1.2550 2.5590 -1.6448
H -2.5046 1.7784 -1.9604
O -2.1850 2.6767 -2.0540
```


Look up the E of the first one.
-5419.328917 hartree